[1]
Entry from the OMol25 dataset: C25H36Br2GeN5Y as an isolated structure in a non-equilibrium geometry (ωB97M-V with the def2-TZVPD basis set).

Computed properties:
Energy above the lowest of the compared OMol25 structures with the same formula, charge and spin = 417.2 kJ/mol
HOMO (spin up / spin down) = -19.2 / -19.2 eV
Gap between HOMO and LUMO (spin up / spin down) = 3.87 / 3.85 eV

The geometry in ORCA input format:
```
! RIJCOSX wB97M-V def2-TZVPD def2/J DEFGRID3
* xyz 4 1
Y -1.144 -0.132 -1.424
C -4.217 -1.539 -1.325
N -3.120 -1.726 -2.307
C -2.661 -3.124 -2.417
C -1.646 -3.400 -1.353
N -0.938 -2.433 -0.759
C -0.156 -3.057 0.199
C 0.695 -2.528 1.160
C 1.338 -3.415 2.001
C 1.133 -4.797 1.895
C 0.262 -5.336 0.969
C -0.391 -4.447 0.125
N -1.343 -4.606 -0.861
C -4.324 -0.083 -0.978
N -3.252 0.727 -0.947
C -3.739 1.997 -0.656
C -3.077 3.217 -0.547
C -3.853 4.336 -0.312
C -5.244 4.249 -0.183
C -5.912 3.041 -0.269
C -5.140 1.910 -0.509
N -5.453 0.582 -0.719
H -3.993 -2.112 -0.416
H -5.179 -1.901 -1.712
H -3.484 -1.451 -3.222
H -2.201 -3.268 -3.402
H -3.491 -3.839 -2.342
H 0.800 -1.449 1.269
H 1.994 -3.047 2.774
H 1.653 -5.449 2.581
H 0.088 -6.399 0.918
H -1.735 -5.494 -1.146
H -2.000 3.280 -0.659
H -3.383 5.303 -0.225
H -5.810 5.156 -0.025
H -6.984 2.985 -0.169
H -6.385 0.189 -0.656
Br -1.548 0.275 -4.600
C -1.141 2.174 -4.647
Br -0.112 2.553 -3.060
H -2.070 2.748 -4.613
H -0.550 2.405 -5.538
C 3.385 3.042 3.741
C 2.552 1.995 3.022
C 1.679 2.643 1.954
C 0.752 1.656 1.239
Ge 1.726 0.792 -0.349
C 3.289 -0.537 -0.271
C 4.544 0.327 -0.210
C 5.757 -0.581 0.111
C 5.991 -0.877 1.568
H 3.943 2.579 4.555
H 2.750 3.823 4.155
H 4.111 3.525 3.087
H 1.912 1.489 3.749
H 3.202 1.227 2.583
H 2.314 3.182 1.239
H 1.039 3.401 2.419
H -0.110 2.199 0.822
H 0.380 0.892 1.927
H 2.258 1.980 -1.171
H 3.289 -1.167 -1.162
H 3.168 -1.175 0.604
H 4.475 1.104 0.556
H 4.700 0.815 -1.172
H 6.617 -0.002 -0.260
H 5.721 -1.504 -0.469
H 5.830 -0.008 2.201
H 7.030 -1.200 1.701
H 5.410 -1.720 1.941
*
```

Atomic partial charges in e from the natural (NBO) method, atoms 1 to 4: atom 1 (Y): 2.031, atom 2 (C): -0.286, atom 3 (N): -0.680, atom 4 (C): -0.286

---

[2]
Entry from the OMol25 dataset: C24H27AuIN2OSbSi as an isolated structure (ωB97M-V with the def2-TZVPD basis set).

Computed properties:
Energy above the lowest of the compared OMol25 structures with the same formula, charge and spin = 26.3 kJ/mol
HOMO = -7.9 eV
Gap between HOMO and LUMO = 8.28 eV

The geometry in ORCA input format:
```
! RIJCOSX wB97M-V def2-TZVPD def2/J DEFGRID3
* xyz 0 1
Au -0.925 0.666 -1.731
C -4.035 -0.401 -3.635
Sb -3.367 0.972 -2.165
C -4.223 2.768 -2.899
C -4.681 0.522 -0.567
H -5.119 -0.365 -3.730
H -3.720 -1.404 -3.355
H -3.577 -0.142 -4.589
H -5.284 2.610 -3.087
H -3.729 3.054 -3.826
H -4.096 3.564 -2.170
H -5.712 0.529 -0.918
H -4.554 1.264 0.219
H -4.431 -0.460 -0.170
I 1.093 -4.190 -5.736
C 0.878 -2.751 -4.285
C 1.753 -2.454 -3.245
N 1.237 -1.455 -2.526
N 0.060 -1.089 -3.061
C -0.175 -1.852 -4.129
H 2.704 -2.899 -3.000
H 1.326 -0.574 -1.392
H -1.067 -1.738 -4.724
O 0.995 0.205 -0.718
C -1.241 -3.347 2.735
C -0.829 -3.386 1.410
C -0.101 -2.331 0.878
C 0.227 -1.219 1.660
C -0.204 -1.195 2.988
C -0.931 -2.249 3.525
Si 1.250 0.160 0.917
C 3.075 -0.123 1.178
C 3.566 -0.684 2.358
C 4.930 -0.845 2.559
C 5.825 -0.446 1.577
C 5.356 0.107 0.394
C 3.991 0.268 0.197
C 0.719 1.802 1.620
C 1.666 2.790 1.898
C 1.283 4.042 2.359
C -0.060 4.325 2.555
C -1.017 3.353 2.294
C -0.628 2.106 1.832
H -1.807 -4.171 3.152
H -1.071 -4.241 0.791
H 0.210 -2.373 -0.161
H 0.021 -0.334 3.610
H -1.258 -2.214 4.556
H 2.874 -1.013 3.126
H 5.294 -1.286 3.478
H 6.889 -0.572 1.731
H 6.053 0.412 -0.376
H 3.629 0.695 -0.731
H 2.719 2.576 1.753
H 2.032 4.796 2.567
H -0.361 5.300 2.917
H -2.066 3.568 2.456
H -1.380 1.349 1.637
*
```

Atomic partial charges in e from the natural (NBO) method, atoms 1 to 4: atom 1 (Au): 0.523, atom 2 (C): -0.996, atom 3 (Sb): 1.164, atom 4 (C): -0.987

---

- The lowest energy above the lowest of the compared OMol25 structures with the same formula, charge and spin belongs to which entry?
  C24H27AuIN2OSbSi